The following is a quantum chemistry calculation of a single C6H9N5O2 molecule, from OMol25.

Cartesian coordinates (Å):
O (-1.87731, -1.34590, -2.32163)
C (-1.11557, -0.59292, -1.77217)
N (0.06646, -0.23576, -2.29683)
C (0.91190, 0.74279, -1.75825)
N (2.19923, 0.63433, -2.36398)
O (3.14648, 1.67941, -2.06865)
N (0.99305, 0.65119, -0.24653)
C (-0.03623, 0.24894, 0.36186)
N (-0.12814, -0.05554, 1.69066)
C (-1.03776, -1.10693, 2.09194)
C (-2.36542, -1.06631, 1.29295)
N (-2.44235, -0.54316, 0.15545)
C (-1.37527, 0.08244, -0.45150)
H (0.32235, -0.65151, -3.16168)
H (0.49531, 1.75169, -1.96476)
H (2.66410, -0.11150, -1.91215)
H (3.43649, 1.56635, -1.14644)
H (0.52968, 0.34628, 2.41461)
H (-1.26060, -0.97044, 3.16340)
H (-0.52490, -2.03313, 1.96767)
H (-3.28151, -1.30441, 1.86721)
H (-1.60810, 1.20449, -0.72288)

Atoms 1-2, force components in eV/Å:
O -0.353 -0.469 -0.043
C 0.139 0.206 -0.247

The SMILES is O=C1N[C@H](NO)N=C2NCC=N[C@H]12. The calculation puts the HOMO-LUMO gap at 9.66 eV.

Listed below, in e, are the Löwdin charges computed for each atom: 0.094 -0.464 0.136 -0.388 -0.038 -0.066 0.147 -0.326 0.030 -0.147 -0.082 0.086 -0.197 0.150 0.160 0.099 0.084 0.171 0.120 0.102 0.120 0.207



The following is a quantum chemistry calculation of a single C6H9NO molecule, from OMol25.

Cartesian coordinates (Å):
C (-1.10857, -0.99388, -1.34832)
C (-1.32003, -1.42471, -2.54375)
C (-0.15923, 0.12890, 1.63699)
C (-1.48531, 0.03240, 0.85150)
C (0.98958, -0.77777, 1.13584)
C (2.27968, 1.09424, 0.05688)
N (-1.11806, -0.09866, -0.54828)
O (1.98130, -0.26658, 0.45261)
H (-2.07816, -0.87483, -3.10519)
H (-0.83514, -2.11699, -3.16391)
H (0.06006, 1.21731, 1.90330)
H (-0.35826, -0.34251, 2.70075)
H (-2.06538, -0.78492, 1.22743)
H (-2.02784, 1.02274, 0.94538)
H (3.37152, 1.32958, 0.38393)
H (1.45714, 1.75489, 0.35780)
H (2.41671, 1.10080, -0.94296)

Atoms 1-2, force components in eV/Å:
C -0.718 1.079 -0.290
C -0.948 -0.311 -1.862

The calculation puts the HOMO-LUMO gap at 8.68 eV.

Listed below, in e, are the Löwdin charges computed for each atom: -0.193 -0.008 -0.238 -0.204 -0.048 -0.034 0.070 -0.153 0.065 0.025 0.103 0.128 0.099 0.133 0.130 0.084 0.039



Number 1: calculated total energy -658.21115 a.u., strongest force on any atom 3.8 eV/A. Number 2: calculated total energy -363.79416 a.u., strongest force on any atom 3.5 eV/A.